99
Properties=species:S:1:pos:R:3:mulliken_charge:R:1 method="wB97M-V/def2-TZVPD" total_charge=+1 energy_ha=-2423.9954 gap_ev=6.118 largest_force_ev_per_a=1.673
N 7.044 -0.799 1.768 -0.466
P 6.711 0.445 0.976 0.228
S 4.470 0.864 0.773 -0.096
H 7.467 -1.551 1.227 0.323
H 7.038 0.549 -0.383 0.152
H 7.023 1.664 1.566 0.187
H 4.069 0.025 -0.184 0.316
H 4.032 0.304 1.907 0.323
C 0.423 -0.921 3.550 -0.565
C 0.745 -1.020 2.058 -0.163
C 0.717 0.449 1.647 0.022
O 1.169 1.188 2.787 -0.417
C 1.178 0.343 3.943 -0.433
H 0.734 -1.790 4.126 0.361
H -0.649 -0.784 3.692 0.281
H 1.744 -1.450 1.920 -0.045
H 0.040 -1.623 1.490 0.356
H -0.288 0.763 1.368 0.130
H 1.375 0.678 0.801 -0.004
H 2.216 0.111 4.214 0.227
H 0.724 0.880 4.774 0.281
C 6.277 -5.642 1.428 -0.326
C 4.964 -4.872 1.260 -0.631
C 5.453 -3.430 1.284 -0.116
O 6.767 -3.441 0.718 -0.419
C 7.241 -4.795 0.609 -0.352
H 6.229 -6.671 1.080 0.408
H 6.577 -5.651 2.478 0.080
H 4.513 -5.107 0.294 0.311
H 4.230 -5.077 2.037 0.364
H 5.515 -3.036 2.304 0.255
H 4.827 -2.754 0.690 0.056
H 7.232 -5.086 -0.444 0.279
H 8.267 -4.844 0.973 0.069
C -2.606 2.382 -2.281 -0.231
C -1.392 3.312 -2.242 -0.784
C -0.626 2.760 -1.045 -0.445
O -0.902 1.357 -1.002 -0.395
C -1.989 1.049 -1.887 -0.122
H -3.100 2.342 -3.250 0.378
H -3.341 2.694 -1.536 0.062
H -0.804 3.201 -3.155 0.298
H -1.647 4.363 -2.128 0.360
H -0.967 3.218 -0.111 0.307
H 0.453 2.906 -1.125 0.289
H -1.597 0.524 -2.764 -0.016
H -2.690 0.389 -1.377 0.260
C -3.834 -3.090 -5.036 -0.583
C -2.488 -2.449 -5.376 -0.594
C -2.828 -0.965 -5.286 -0.316
O -3.848 -0.847 -4.294 -0.308
C -4.364 -2.139 -3.969 -0.418
H -3.756 -4.116 -4.681 0.348
H -4.487 -3.081 -5.910 0.273
H -1.743 -2.715 -4.624 0.267
H -2.101 -2.732 -6.353 0.352
H -3.213 -0.588 -6.239 0.272
H -1.977 -0.348 -4.992 0.221
H -4.008 -2.424 -2.972 0.258
H -5.452 -2.086 -3.943 0.262
C -6.712 1.546 -1.510 -0.077
C -7.718 1.627 -0.361 -0.689
C -7.718 3.123 -0.063 -0.416
O -7.451 3.776 -1.304 -0.300
C -7.016 2.827 -2.277 -0.531
H -6.814 0.653 -2.124 0.331
H -5.692 1.574 -1.118 -0.070
H -8.704 1.306 -0.702 0.298
H -7.447 1.027 0.507 0.361
H -6.930 3.384 0.651 0.253
H -8.670 3.484 0.328 0.292
H -7.817 2.671 -3.007 0.316
H -6.148 3.230 -2.801 0.221
C -8.876 7.329 -0.422 -0.548
C -7.382 7.086 -0.640 -0.118
C -6.959 8.388 -1.312 -0.498
O -7.812 9.406 -0.791 -0.390
C -8.897 8.815 -0.077 -0.432
H -9.312 6.711 0.361 0.343
H -9.424 7.144 -1.347 0.257
H -6.875 6.977 0.322 0.209
H -7.166 6.205 -1.238 0.094
H -7.096 8.333 -2.398 0.282
H -5.922 8.660 -1.110 0.271
H -8.744 8.973 0.996 0.255
H -9.822 9.313 -0.369 0.286
C 9.719 -6.241 4.825 -0.593
C 9.547 -4.801 4.338 -0.289
C 10.417 -4.801 3.085 -0.427
O 10.349 -6.121 2.551 -0.426
C 9.758 -7.005 3.506 -0.302
H 8.921 -6.581 5.483 0.337
H 10.666 -6.348 5.356 0.289
H 8.502 -4.614 4.076 0.056
H 9.854 -4.049 5.062 0.369
H 11.457 -4.560 3.325 0.323
H 10.071 -4.098 2.324 0.226
H 8.747 -7.267 3.171 0.171
H 10.351 -7.918 3.553 0.294

112
Properties=species:S:1:pos:R:3:mulliken_charge:R:1 method="wB97M-V/def2-TZVPD" smiles="CN(C)C=O.CN(C)C=O.CN(C)C=O.CN(C)C=O.CN(C)C=O.CN(C)C=O.BrCCBr.BrCCBr.BrCCBr.BrCCBr.BrCCBr" energy_ha=-27624.0963 gap_ev=9.203 largest_force_ev_per_a=3.729
Br 4.727 1.160 -3.684 -0.192
C 5.652 0.889 -1.981 -0.598
C 4.651 0.651 -0.936 -0.160
Br 5.639 0.227 0.696 -0.160
H 6.061 1.859 -1.698 0.383
H 6.479 0.203 -2.162 0.463
H 4.133 -0.299 -1.063 0.356
H 4.022 1.494 -0.651 -0.107
Br 1.929 0.000 0.938 -0.134
C 0.226 0.731 0.403 0.877
C 0.044 1.260 -1.025 -0.191
Br -1.938 1.590 -1.235 -0.164
H -0.121 1.492 1.102 -0.372
H -0.369 -0.161 0.595 -0.209
H 0.493 0.675 -1.827 0.600
H 0.525 2.214 -1.241 -0.253
Br -4.278 1.251 2.600 -0.163
C -2.886 -0.161 2.291 0.263
C -3.656 -1.383 1.511 -0.445
Br -5.244 -2.119 2.580 -0.165
H -2.559 -0.595 3.236 0.382
H -2.054 0.296 1.755 -0.421
H -2.944 -2.157 1.224 0.041
H -4.085 -1.045 0.568 0.476
Br -1.480 0.139 -4.536 -0.109
C -0.157 0.413 -6.025 -0.557
C 1.144 -0.218 -5.577 -0.289
Br 2.662 0.359 -6.728 -0.196
H -0.190 1.493 -6.162 0.331
H -0.596 -0.126 -6.864 0.481
H 1.122 -1.305 -5.498 0.481
H 1.451 0.127 -4.590 -0.144
Br 5.363 -2.141 4.151 -0.107
C 4.087 -2.544 2.645 -0.358
C 4.896 -3.382 1.678 -0.847
Br 3.870 -4.134 0.154 -0.200
H 3.679 -1.629 2.216 -0.095
H 3.317 -3.224 3.008 0.489
H 5.409 -4.168 2.233 0.507
H 5.772 -2.825 1.346 0.427
C 2.231 3.244 1.976 -0.026
O 3.154 3.497 1.254 -0.573
N 0.990 3.769 1.899 0.243
C 0.147 3.447 3.066 -0.879
C 0.390 4.626 0.793 -0.713
H 2.285 2.505 2.791 0.354
H -0.675 2.847 2.675 0.300
H -0.394 4.315 3.441 0.412
H 0.520 2.913 3.939 0.097
H 1.080 4.745 -0.043 0.046
H -0.459 4.206 0.255 0.177
H 0.229 5.594 1.268 0.441
C 0.604 5.672 -3.032 0.151
O 0.756 6.656 -2.394 -0.542
N 1.438 4.570 -3.104 0.170
C 1.057 3.445 -3.907 -0.623
C 2.684 4.358 -2.315 -0.644
H -0.256 5.565 -3.711 0.299
H 1.816 3.451 -4.690 0.393
H 0.161 3.698 -4.475 0.350
H 1.121 2.518 -3.339 -0.111
H 2.513 3.388 -1.849 0.021
H 3.496 4.261 -3.035 0.359
H 2.920 5.093 -1.545 0.279
C -1.083 -3.076 3.368 -0.149
O -0.826 -2.397 2.313 -0.552
N -1.159 -4.379 3.419 0.187
C -1.428 -5.164 4.636 -1.026
C -0.909 -5.164 2.146 -0.741
H -1.248 -2.569 4.331 0.447
H -2.337 -5.764 4.587 0.322
H -1.357 -4.731 5.634 0.322
H -0.552 -5.810 4.580 0.446
H -1.122 -6.223 2.293 0.411
H -1.421 -4.702 1.302 0.063
H 0.141 -4.986 1.912 0.323
C -3.164 -4.380 -1.646 0.240
O -3.430 -5.588 -1.704 -0.650
N -1.918 -3.930 -1.878 0.142
C -1.681 -2.493 -1.640 -0.542
C -0.688 -4.736 -2.069 -0.810
H -3.852 -3.544 -1.444 0.336
H -1.011 -2.362 -0.790 0.216
H -2.645 -2.014 -1.470 0.175
H -1.207 -2.113 -2.544 0.066
H -0.046 -4.255 -2.807 0.258
H -0.207 -4.809 -1.093 0.244
H -0.871 -5.779 -2.331 0.349
C 1.045 -0.354 4.010 0.259
O 0.348 0.564 3.646 -0.477
N 1.511 -0.505 5.243 0.230
C 1.177 0.438 6.393 -0.824
C 2.218 -1.703 5.653 -0.204
H 1.321 -1.205 3.368 0.155
H 2.006 0.584 7.085 0.338
H 0.307 0.167 6.992 0.310
H 0.921 1.397 5.942 0.181
H 3.029 -1.347 6.289 0.448
H 1.540 -2.363 6.194 0.241
H 2.667 -2.058 4.725 -0.571
C -6.650 1.526 -4.698 0.116
O -7.512 0.640 -4.475 -0.596
N -5.665 1.975 -3.847 0.171
C -4.545 2.877 -4.175 -0.645
C -5.720 1.532 -2.428 -0.697
H -6.580 1.966 -5.704 0.293
H -4.906 3.811 -3.745 0.392
H -4.466 3.093 -5.240 0.276
H -3.658 2.523 -3.649 0.040
H -6.133 0.546 -2.215 0.323
H -4.696 1.324 -2.118 -0.075
H -6.146 2.244 -1.722 0.334